ORCA calculation (the ωB97M-V functional and the def2-TZVPD basis) on a molecular structure, C36H38CoN7P2S.

The geometry in XYZ format:
```
85
Properties=species:S:1:pos:R:3:forces:R:3
Co 0.6976 0.6581 0.1466 -0.42 -0.79 -0.09
C 4.2398 1.4332 -1.9755 0.01 0.01 -0.02
C 2.8600 1.1313 -1.5017 0.00 0.02 0.03
N 2.5533 0.8364 -0.2826 0.01 0.10 0.00
N 3.5291 0.8013 0.6525 0.11 -0.10 0.09
C 3.0679 0.5262 1.8567 -0.12 0.00 -0.15
N 3.9446 0.4888 2.8627 0.05 -0.03 0.02
S 1.4000 0.1609 2.2080 0.15 0.25 0.11
C 1.7066 1.1707 -2.4040 -0.07 0.00 0.05
C 1.8130 1.4811 -3.7533 0.01 -0.01 0.02
C 0.6696 1.5080 -4.5339 -0.02 -0.01 0.01
C -0.5486 1.2006 -3.9478 0.02 0.01 -0.03
C -0.5793 0.8904 -2.6006 0.01 -0.21 0.01
N 0.5126 0.8751 -1.8342 0.19 0.50 0.04
H 4.9377 1.4071 -1.1458 -0.01 -0.01 0.00
H 4.2701 2.4234 -2.4351 0.00 0.00 0.00
H 4.5599 0.7129 -2.7329 0.00 0.00 0.00
H 4.9039 0.7412 2.6891 0.00 0.01 0.00
H 3.6293 0.3883 3.8111 0.00 0.01 0.00
H 2.7792 1.7134 -4.1775 0.00 0.00 0.00
H 0.7306 1.7653 -5.5827 -0.01 0.00 0.00
H -1.4692 1.2090 -4.5138 0.00 -0.01 0.00
H -1.5068 0.6214 -2.1175 0.04 0.04 -0.02
C -5.4559 0.2752 -1.4169 0.01 -0.01 0.02
C -5.1795 -0.6551 -0.4280 -0.01 0.01 -0.03
C -3.9808 -0.6027 0.2739 0.10 -0.11 -0.12
C -3.0338 0.3766 -0.0189 -0.01 0.10 0.02
C -3.3442 1.3371 -0.9882 -0.08 0.17 0.10
C -4.5384 1.2834 -1.6863 0.01 -0.01 -0.01
P -1.4886 0.6422 0.9318 0.11 0.02 0.06
C -1.6593 -0.4195 2.3959 -0.06 0.04 -0.03
C -1.7533 -1.8011 2.2408 -0.03 -0.01 -0.02
C -1.8225 -2.6374 3.3420 -0.01 -0.01 0.01
C -1.7926 -2.0939 4.6205 0.00 0.00 0.00
C -1.7034 -0.7209 4.7851 0.00 0.00 0.00
C -1.6368 0.1168 3.6793 0.04 0.00 0.01
C -1.6549 2.3378 1.4659 0.00 0.00 -0.01
C -2.7980 2.8524 2.0274 0.03 -0.08 0.03
C -2.8490 4.2083 2.3829 0.01 0.04 0.00
C -1.7660 5.0107 2.1396 -0.03 -0.01 0.00
C -0.5910 4.5091 1.5356 0.00 -0.02 -0.01
C 0.5084 5.3524 1.2511 0.05 -0.03 -0.03
C 1.6075 4.8255 0.6503 -0.04 0.10 0.04
C 1.6702 3.4512 0.3155 0.07 -0.16 -0.04
C 0.6402 2.5768 0.5601 -0.02 0.26 0.02
C -0.5208 3.1340 1.1911 -0.04 -0.02 -0.03
H -6.3948 0.2378 -1.9525 0.00 0.00 0.00
H -5.9071 -1.4163 -0.1798 0.00 0.00 0.00
H -3.8128 -1.3192 1.0641 -0.01 0.02 0.02
H -2.6819 2.1839 -1.1452 0.01 -0.08 -0.02
H -4.7662 2.0459 -2.4195 -0.01 0.00 0.00
H -1.8133 -2.2206 1.2409 0.03 -0.04 0.00
H -1.9139 -3.7088 3.2123 0.00 0.00 0.00
H -1.8491 -2.7416 5.4849 0.00 0.00 0.00
H -1.6865 -0.2945 5.7789 0.00 0.00 0.00
H -1.5546 1.1863 3.8197 0.00 0.00 0.00
H -3.6606 2.2174 2.1960 0.00 0.00 0.00
H -3.7427 4.6146 2.8360 0.00 0.00 0.00
H -1.8008 6.0618 2.3987 0.00 0.00 0.00
H 0.4570 6.4013 1.5128 0.00 0.00 0.00
H 2.4599 5.4537 0.4258 0.00 0.00 0.00
H 2.6032 3.1297 -0.1250 -0.04 0.00 0.00
C 0.3969 -4.7766 -0.8052 0.02 0.00 0.02
N 0.3809 -3.8233 -2.0173 -0.01 -0.01 0.03
C 1.8081 -3.7657 -2.5909 0.00 -0.01 -0.03
N 2.7387 -3.3953 -1.5896 -0.01 0.00 0.03
C 2.6935 -4.3306 -0.4683 0.03 -0.03 0.02
N 1.3683 -4.3667 0.1421 -0.05 0.02 -0.06
C 1.0197 -3.1261 0.8396 0.12 0.04 0.04
P 0.9662 -1.6726 -0.3150 -0.02 -0.04 -0.20
C -0.1042 -2.4602 -1.6229 -0.08 -0.03 0.07
C 2.5933 -2.0081 -1.1505 0.03 0.00 0.07
H 0.6347 -5.7628 -1.2042 -0.01 0.00 0.00
H -0.6092 -4.7732 -0.3871 0.00 0.00 0.00
H -0.2417 -4.2086 -2.7295 0.00 -0.01 0.00
H 1.7882 -3.0493 -3.4119 0.01 -0.01 0.00
H 2.0195 -4.7657 -2.9698 0.00 0.00 0.00
H 3.4267 -4.0329 0.2787 0.00 0.00 0.00
H 2.9465 -5.3292 -0.8270 0.00 0.00 0.00
H 1.7607 -2.9226 1.6140 0.00 0.03 -0.02
H 0.0678 -3.2493 1.3469 -0.04 0.02 0.03
H -0.1314 -1.8340 -2.5160 0.03 0.00 0.00
H -1.1266 -2.5660 -1.2522 0.00 0.04 -0.01
H 3.3946 -1.7734 -0.4461 -0.01 0.05 -0.01
H 2.7146 -1.3421 -2.0045 -0.03 -0.02 -0.05
```
Positions in Å, forces in eV/Å.

Properties
Kohn-Sham gap: 6.7 eV
Spin multiplicity: 1
Total charge: +2
Energy above the lowest of the compared OMol25 structures with the same formula, charge and spin: 0.0 kJ/mol
LUMO level: -0.20598 Eh

Results of the Löwdin charge analysis, in e, for atoms 1 through 8: -0.071 0.003 -0.300 -0.134 0.042 -0.746 0.119 0.812